{"formula": "C16H24FeN4O3Se", "method": "the ωB97M-V functional and the def2-TZVPD basis", "symbols": ["Fe", "C", "N", "C", "C", "O", "C", "O", "C", "C", "O", "N", "C", "C", "H", "H", "H", "H", "H", "H", "H", "H", "H", "H", "H", "H", "H", "H", "H", "H", "C", "N", "C", "Se", "N", "C", "C", "C", "C", "C", "C", "H", "H", "H", "H", "H", "H", "H", "H"], "positions_angstrom": [[0.0501, 1.1875, -0.0669], [-0.7952, 2.8469, 4.6797], [-1.2259, 1.7995, 3.6883], [-2.2773, 0.8543, 4.0026], [-0.4791, 1.6710, 2.5914], [-0.7776, 0.8361, 1.6909], [0.7403, 2.5668, 2.4267], [1.1450, 2.5437, 1.0058], [2.4679, 2.8601, 0.4246], [2.6861, 1.7974, -0.6685], [1.7706, 0.9332, -0.9190], [3.8596, 1.8298, -1.2167], [4.2667, 0.9321, -2.3464], [4.9538, 2.5807, -0.5920], [-0.6065, 3.8227, 4.2236], [0.0565, 2.5610, 5.2976], [-1.6994, 3.0233, 5.3504], [-2.6544, 1.0935, 4.9773], [-1.9218, -0.1610, 3.9508], [-3.0558, 1.0606, 3.2671], [1.5465, 2.1933, 3.1259], [0.4014, 3.6216, 2.5849], [3.2419, 2.6800, 1.2158], [2.4788, 3.8243, -0.0640], [3.5003, 1.0187, -3.1594], [4.3730, -0.1000, -2.0249], [5.2702, 1.3430, -2.6773], [4.5971, 3.5921, -0.2520], [5.7231, 2.7068, -1.3341], [5.3763, 2.0330, 0.2460], [-2.1234, -2.0680, 0.4648], [-2.1920, -2.1357, -1.0438], [-1.9385, -1.0820, -1.9393], [-1.9220, 0.7920, -1.6117], [-2.0395, -1.5268, -3.2082], [-2.2780, -2.9065, -3.2215], [-2.3250, -3.8253, -4.2793], [-2.4351, -5.1593, -3.9561], [-2.4385, -5.5777, -2.6249], [-2.5797, -4.6722, -1.5721], [-2.3836, -3.3077, -1.8721], [-3.1571, -2.1720, 0.8327], [-1.7029, -1.1226, 0.7668], [-1.4993, -2.9361, 0.8578], [-2.0116, -0.8535, -4.0070], [-2.3327, -3.5055, -5.3394], [-2.4919, -5.8054, -4.7719], [-2.4491, -6.6054, -2.3569], [-2.7118, -5.0824, -0.5462]], "forces_ev_per_a": [[-0.775, -0.822, -0.705], [-2.187, 0.080, 0.972], [3.017, 1.334, -0.316], [-0.544, 0.709, -0.779], [-1.062, -0.066, 0.855], [0.195, -0.009, 0.080], [0.600, 1.176, -0.472], [0.076, -0.019, 0.200], [-0.588, -1.994, 1.526], [-0.504, -0.434, 0.732], [1.119, 1.008, -0.383], [0.627, -0.905, -0.725], [0.135, 1.151, -0.572], [-0.491, 1.346, 0.246], [-0.061, -0.365, -0.132], [-0.083, -0.253, -0.130], [1.332, -0.303, -0.729], [-0.140, -0.077, 0.448], [0.070, -0.327, -0.015], [-0.269, -0.525, 0.130], [-0.648, 0.734, -0.813], [0.780, -0.905, 0.340], [-0.693, 0.686, -0.649], [-0.109, 0.514, 0.476], [0.824, -0.143, 0.706], [-0.033, -0.005, 0.094], [-1.405, -0.771, 0.092], [0.632, -0.987, -0.434], [0.214, 0.271, -0.104], [-0.033, -0.094, 0.134], [-0.208, -1.691, -0.611], [0.646, -0.425, -2.360], [-1.012, 0.094, 1.519], [0.250, -0.726, 0.011], [-0.073, -0.648, -0.172], [0.212, 1.223, 1.513], [-0.413, 1.830, -0.876], [0.207, -0.923, 2.123], [-0.650, -0.157, -1.990], [0.789, 0.668, 1.581], [0.317, 1.939, 0.188], [0.447, 0.133, -0.044], [0.059, 0.230, -0.067], [-0.738, 1.181, -0.661], [0.056, -0.933, 0.829], [0.177, -0.138, 0.759], [0.022, -1.442, -0.890], [-0.088, -0.822, -0.137], [0.004, 0.605, -0.784]], "s_squared": 8.789, "orbital_gap_ha": [0.2956, 0.1527], "e_homo_ev": [-17.21, -17.27], "lumo_ev": [-9.168, -13.113], "total_charge": 3, "multiplicity": 6}



{"formula": "C16H24HfNO4Sb", "method": "the ωB97M-V functional and the def2-TZVPD basis", "symbols": ["Hf", "O", "C", "O", "C", "C", "C", "C", "C", "N", "C", "O", "O", "H", "H", "H", "C", "C", "C", "Sb", "C", "C", "C", "C", "C", "C", "H", "H", "H", "H", "H", "H", "H", "H", "H", "H", "H", "H", "H", "H", "H", "H", "H", "H", "H", "H", "H"], "positions_angstrom": [[1.5762, -0.1653, -0.3394], [3.5605, 2.3485, -2.9263], [3.2459, 1.7517, -1.9587], [2.2930, 0.7593, -1.9246], [3.7742, 1.9750, -0.5604], [4.7631, 2.8599, -0.1805], [5.0831, 2.9323, 1.1747], [4.4132, 2.1360, 2.1046], [3.4377, 1.2817, 1.6338], [3.1389, 1.2230, 0.3359], [2.5711, 0.3590, 2.4575], [2.5581, 0.2884, 3.6368], [1.7592, -0.3687, 1.6245], [5.2603, 3.4669, -0.9248], [5.8542, 3.6139, 1.5088], [4.6360, 2.1719, 3.1622], [-2.6306, -1.1491, -3.1497], [-2.9552, -0.4925, -1.8144], [-4.1878, -1.0762, -1.1386], [-1.2415, -0.5678, -0.4942], [-0.7779, -2.4960, 0.4059], [-1.8950, -3.5348, 0.3196], [0.4907, -3.0580, -0.2455], [-1.3972, 0.8651, 1.1108], [-2.8083, 1.3431, 1.4375], [-0.5092, 2.0383, 0.6946], [-3.4900, -1.0287, -3.8106], [-2.4553, -2.2206, -3.0374], [-1.7665, -0.7018, -3.6409], [-3.0788, 0.5852, -1.9500], [-4.1081, -2.1567, -1.0240], [-5.0475, -0.8768, -1.7807], [-4.3943, -0.6337, -0.1641], [-0.5752, -2.2604, 1.4539], [-2.1450, -3.7719, -0.7156], [-2.7974, -3.1916, 0.8229], [-1.5764, -4.4593, 0.8041], [0.3534, -3.3061, -1.2995], [0.8270, -3.9557, 0.2783], [1.4358, -2.4392, -0.1943], [-0.9649, 0.3661, 1.9817], [-3.3064, 1.7706, 0.5656], [-2.7683, 2.1181, 2.2050], [-3.4246, 0.5328, 1.8249], [-0.9350, 2.6092, -0.1331], [0.5309, 1.7967, 0.3343], [-0.3263, 2.7182, 1.5294]], "forces_ev_per_a": [[0.483, -0.167, -0.252], [0.077, -0.033, 0.042], [-0.059, 0.037, -0.037], [-0.104, -0.296, 0.314], [0.042, 0.197, -0.205], [-0.010, -0.062, -0.012], [-0.036, -0.025, -0.002], [-0.002, -0.050, -0.037], [-0.016, 0.057, 0.229], [0.010, 0.189, 0.161], [-0.041, 0.025, 0.049], [0.058, -0.002, -0.027], [-0.047, -0.020, -0.433], [0.003, -0.002, -0.004], [0.003, 0.002, 0.000], [0.002, -0.002, 0.003], [0.096, -0.052, 0.065], [-0.065, 0.047, -0.104], [0.054, -0.045, 0.072], [-0.344, -0.002, 0.045], [0.051, -0.004, 0.070], [-0.031, 0.052, -0.046], [0.093, 0.021, -0.097], [0.006, 0.031, 0.093], [-0.021, -0.039, -0.029], [0.205, 0.168, -0.039], [-0.013, 0.003, -0.013], [-0.013, -0.003, -0.014], [-0.018, 0.012, -0.009], [0.065, -0.006, 0.047], [-0.014, 0.002, -0.005], [-0.021, -0.003, 0.000], [-0.009, 0.014, -0.020], [0.003, 0.037, -0.027], [-0.007, -0.012, 0.002], [0.005, -0.003, 0.007], [0.004, -0.008, 0.004], [-0.019, 0.001, 0.011], [-0.008, -0.020, -0.027], [-0.110, 0.049, 0.106], [0.012, -0.029, -0.037], [0.003, 0.007, -0.002], [0.005, 0.003, 0.006], [0.001, 0.004, -0.001], [-0.036, 0.000, 0.028], [-0.163, -0.096, 0.134], [-0.072, 0.020, -0.005]], "orbital_gap_ha": 0.2852, "e_homo_ev": -16.07, "lumo_ev": -8.311, "total_charge": 2}



{"formula": "C16H24N2O", "method": "the ωB97M-V functional and the def2-TZVPD basis", "symbols": ["C", "H", "C", "C", "C", "C", "C", "C", "O", "N", "N", "C", "C", "C", "C", "C", "C", "C", "C", "H", "H", "H", "H", "H", "H", "H", "C", "H", "H", "H", "H", "H", "H", "H", "H", "H", "H", "H", "H", "H", "H", "H", "H"], "positions_angstrom": [[2.7066, 2.6656, 2.2920], [3.0869, 2.4949, 3.2967], [1.3752, 1.9521, 2.0908], [0.8225, 2.1833, 0.6863], [-0.4103, 1.3372, 0.3691], [-1.6463, 1.7368, 1.1718], [-2.8338, 0.7990, 0.9128], [-3.2828, 0.9029, -0.5225], [-3.9840, 1.7865, -0.9663], [-2.8196, -0.0733, -1.3612], [-2.0338, -1.0844, -0.9452], [-1.4704, -1.8795, -1.7585], [-0.5857, -2.9300, -1.1385], [0.6697, -2.2816, -0.6071], [1.5563, -1.6532, -1.4731], [2.6926, -1.0309, -0.9889], [2.9628, -1.0353, 0.3688], [2.0875, -1.6622, 1.2382], [0.9446, -2.2745, 0.7531], [0.2602, -2.7534, 1.4384], [2.2937, -1.6746, 2.2988], [3.8512, -0.5522, 0.7477], [3.3709, -0.5432, -1.6739], [1.3563, -1.6507, -2.5350], [-1.1166, -3.4073, -0.3142], [-0.3305, -3.6890, -1.8797], [-1.5896, -1.8112, -3.2577], [-2.6269, -1.9624, -3.5618], [-0.9799, -2.5729, -3.7335], [-1.2710, -0.8325, -3.6206], [-3.0664, 0.0302, -2.3454], [-2.5470, -0.2286, 1.1295], [-3.6692, 1.0990, 1.5469], [-1.9363, 2.7581, 0.9157], [-1.4180, 1.7055, 2.2378], [-0.1812, 0.2860, 0.5555], [-0.6317, 1.4407, -0.6957], [1.6030, 1.9310, -0.0361], [0.5817, 3.2415, 0.5592], [0.6637, 2.3120, 2.8356], [1.5108, 0.8797, 2.2446], [3.4440, 2.3032, 1.5788], [2.5907, 3.7376, 2.1469]], "forces_ev_per_a": [[-0.209, -0.147, 0.104], [0.119, 0.044, 0.083], [0.105, 0.217, -0.214], [-0.138, -0.299, 0.132], [0.089, 0.310, 0.110], [0.092, -0.222, -0.166], [-0.059, 0.209, 0.173], [-0.034, -0.071, 0.431], [-0.052, 0.184, -0.014], [-0.076, -0.236, -1.267], [0.279, -0.374, 0.567], [-0.314, 0.081, -0.310], [0.118, 0.076, 0.184], [0.041, -0.187, 0.047], [0.010, -0.009, 0.047], [0.034, 0.059, -0.109], [0.059, 0.035, 0.101], [0.073, 0.016, 0.071], [-0.022, -0.065, -0.057], [-0.086, -0.057, 0.053], [0.012, 0.013, 0.083], [0.082, 0.044, 0.033], [0.057, 0.036, -0.053], [-0.021, 0.005, -0.148], [0.008, -0.059, -0.070], [-0.046, -0.038, 0.049], [-0.115, 0.172, 0.195], [-0.051, 0.005, -0.104], [0.007, -0.013, -0.041], [-0.003, 0.063, -0.087], [0.039, 0.036, 0.263], [-0.059, 0.077, 0.111], [-0.053, -0.052, -0.111], [-0.006, 0.063, 0.076], [-0.039, 0.058, 0.041], [0.016, -0.052, -0.069], [-0.012, -0.103, -0.066], [0.054, 0.076, -0.039], [0.052, 0.104, -0.060], [-0.050, -0.078, 0.065], [-0.076, -0.043, 0.059], [0.125, -0.008, -0.079], [0.050, 0.131, -0.014]], "orbital_gap_ha": 0.3506, "e_homo_ev": -8.84, "lumo_ev": 0.700}



{"formula": "C16H24N2O4S", "method": "the ωB97M-V functional and the def2-TZVPD basis", "symbols": ["C", "C", "O", "C", "C", "C", "N", "S", "O", "O", "C", "C", "C", "C", "C", "C", "H", "C", "H", "H", "C", "N", "C", "O", "C", "C", "H", "H", "H", "H", "H", "H", "H", "H", "H", "H", "H", "H", "H", "H", "H", "H", "H", "H", "H", "H", "H"], "positions_angstrom": [[1.2002, 0.0289, 3.4043], [0.2707, 1.0262, 2.7342], [-1.0495, 0.7886, 3.1842], [-2.0194, 1.6441, 2.6398], [-2.4959, 1.2280, 1.2411], [-3.2766, -0.0877, 1.2907], [-3.6622, -0.5822, -0.0082], [-2.7570, -1.7751, -0.7276], [-2.7389, -2.9006, 0.1542], [-3.2924, -1.9150, -2.0502], [-1.0942, -1.1208, -0.8383], [-0.1445, -1.5283, 0.0763], [1.1369, -0.9962, 0.0463], [1.4240, -0.0473, -0.9233], [0.4655, 0.3330, -1.8699], [-0.8045, -0.1964, -1.8310], [-1.5644, 0.0714, -2.5480], [1.0516, 1.3424, -2.8112], [0.9351, 1.0395, -3.8513], [0.5640, 2.3122, -2.6892], [2.5307, 1.3951, -2.3900], [2.6186, 0.6412, -1.1397], [3.6895, 0.6320, -0.2912], [3.6716, 0.0317, 0.7633], [4.8966, 1.4476, -0.7147], [4.8080, 2.8541, -0.1183], [4.7306, 2.7897, 0.9642], [5.6989, 3.4242, -0.3698], [3.9384, 3.3919, -0.4907], [5.7740, 0.9488, -0.3001], [4.9994, 1.4909, -1.7979], [2.8692, 2.4215, -2.2439], [3.1656, 0.9217, -3.1469], [1.8857, -1.3007, 0.7564], [-0.4222, -2.2704, 0.8070], [-3.9911, 0.1091, -0.6614], [-4.1784, 0.0486, 1.8982], [-2.6724, -0.8702, 1.7519], [-3.1367, 2.0174, 0.8415], [-1.6350, 1.1201, 0.5778], [-2.8646, 1.6086, 3.3337], [-1.6377, 2.6761, 2.6058], [0.3334, 0.9143, 1.6427], [0.5647, 2.0581, 2.9869], [2.1987, 0.1178, 2.9856], [1.2360, 0.2084, 4.4749], [0.8295, -0.9778, 3.2357]], "forces_ev_per_a": [[-0.304, 0.329, -0.148], [0.232, 0.016, -0.060], [0.063, -0.298, 0.118], [-0.200, 0.236, -0.284], [0.125, -0.239, 0.418], [0.256, 0.244, 0.400], [0.245, -0.707, -0.563], [-0.379, 0.406, -0.069], [0.250, 0.150, 0.242], [0.133, 0.280, -0.065], [-0.627, -0.408, 0.078], [-0.060, -0.033, 0.004], [0.113, -0.035, 0.016], [-0.524, -0.265, 0.101], [0.008, -0.116, 0.172], [0.185, 0.054, -0.046], [-0.064, 0.089, -0.159], [-0.057, 0.077, 0.022], [0.039, 0.055, -0.001], [0.037, -0.004, -0.034], [0.290, 0.242, -0.458], [-0.106, 0.006, 0.016], [0.368, 0.147, -0.218], [0.053, -0.110, 0.266], [-0.026, 0.006, 0.180], [0.034, -0.099, -0.073], [-0.008, 0.028, 0.082], [0.028, 0.086, 0.006], [-0.068, 0.098, -0.017], [-0.106, -0.068, -0.087], [0.022, -0.020, -0.021], [0.027, -0.092, -0.051], [-0.047, 0.112, 0.049], [-0.005, -0.005, 0.037], [0.041, -0.103, 0.136], [-0.028, 0.019, -0.278], [0.119, -0.100, 0.018], [-0.052, 0.089, 0.217], [-0.003, 0.065, -0.056], [-0.021, 0.061, -0.050], [0.018, 0.112, -0.036], [-0.077, -0.079, 0.056], [-0.024, 0.072, 0.120], [-0.049, -0.088, -0.048], [0.124, -0.024, -0.027], [0.019, -0.015, 0.126], [0.005, -0.172, -0.031]], "orbital_gap_ha": 0.3350, "e_homo_ev": -8.71, "lumo_ev": 0.402}



{"formula": "C16H24NO", "method": "the ωB97M-V functional and the def2-TZVPD basis", "symbols": ["C", "C", "C", "C", "N", "C", "C", "C", "C", "C", "C", "O", "H", "H", "H", "H", "H", "H", "H", "H", "H", "H", "H", "H", "H", "H", "H", "H", "H", "H", "C", "C", "C", "C", "C", "C", "H", "H", "H", "H", "H", "H"], "positions_angstrom": [[3.3991, 1.9243, -1.1662], [2.2520, 1.5824, -1.1312], [0.8737, 1.1059, -1.0528], [0.3429, 1.5404, 0.3200], [-0.7366, 0.6467, 0.8821], [-1.2963, -0.4611, 0.0076], [-2.7990, -0.2635, -0.2195], [-3.2113, 0.8253, -1.2100], [-3.0071, 2.2655, -0.7081], [-3.8160, 3.2565, -1.5881], [-0.5017, -0.7147, -1.2697], [0.8587, -0.2986, -1.1943], [4.3975, 2.2863, -1.0637], [0.3078, 1.5997, -1.8525], [1.1720, 1.5123, 1.0217], [0.0029, 2.5704, 0.2987], [-0.3513, 0.2106, 1.7186], [-1.4961, 1.2405, 1.2173], [-1.2212, -1.3661, 0.6064], [-3.1933, -1.2219, -0.5565], [-3.2862, -0.0565, 0.7366], [-2.7610, 0.7170, -2.1946], [-4.2842, 0.7122, -1.3619], [-3.3763, 2.3114, 0.3183], [-1.9669, 2.5794, -0.7928], [-3.1448, 3.8667, -2.1829], [-4.5184, 2.7270, -2.2247], [-4.4081, 3.9120, -0.9538], [-0.4833, -1.7905, -1.4211], [-0.9368, -0.2645, -2.1613], [2.8470, -3.7926, 2.4691], [4.1433, -3.6214, 2.0055], [4.4426, -2.5761, 1.1418], [3.4473, -1.6946, 0.7460], [2.1522, -1.8645, 1.2126], [1.8495, -2.9141, 2.0709], [2.6143, -4.6095, 3.1390], [4.9222, -4.3046, 2.3167], [5.4530, -2.4492, 0.7764], [3.6784, -0.8787, 0.0738], [1.3791, -1.1792, 0.9016], [0.8361, -3.0512, 2.4311]], "forces_ev_per_a": [[-0.170, 0.211, 0.393], [0.259, -0.133, -0.216], [0.487, 0.287, -0.101], [0.557, 0.161, 0.241], [0.255, 0.267, -0.011], [-0.839, -0.540, 0.097], [0.237, 0.248, -0.525], [-0.147, 0.366, 0.386], [-0.604, -0.147, -0.907], [0.138, -0.109, 0.684], [0.651, -0.146, -0.376], [-0.685, 0.273, 0.275], [0.001, -0.092, -0.245], [-0.223, -0.239, -0.050], [-0.005, -0.162, 0.092], [-0.255, -0.016, -0.075], [0.053, -0.066, -0.043], [-0.162, -0.066, -0.193], [0.285, 0.104, 0.245], [0.029, -0.090, -0.002], [0.015, -0.109, 0.132], [0.065, -0.154, -0.045], [-0.066, -0.102, -0.053], [0.247, 0.162, 0.181], [0.186, -0.130, 0.426], [-0.120, 0.059, -0.216], [0.036, -0.012, -0.200], [0.029, 0.177, -0.062], [0.010, -0.051, -0.073], [-0.261, 0.141, 0.091], [-0.011, -0.024, 0.007], [0.001, 0.012, -0.016], [-0.006, -0.012, 0.017], [0.010, 0.069, -0.040], [0.070, -0.206, 0.293], [-0.029, 0.067, -0.003], [0.000, -0.002, -0.002], [0.001, -0.006, -0.005], [0.004, 0.003, 0.004], [-0.013, -0.001, -0.029], [-0.041, 0.028, -0.099], [0.012, -0.019, 0.019]], "orbital_gap_ha": 0.3213, "e_homo_ev": -11.78, "lumo_ev": -3.041, "total_charge": 1}



Energy above the lowest of the compared OMol25 structures with the same formula, charge and spin list, top to bottom, in eV: 0.0000 0.0440 1.2258 0.5521 2.4542
E_tot list, top to bottom, in Eh: -4732.98125 -1267.53932 -808.82362 -1432.74877 -753.72098